# 1
Below is a structure of composition C20H20BrHfN5O3S4Si, with properties calculated with wB97M-V/def2-TZVPD.

* 2S+1: 1
* relative energy (zero: lowest compared OMol25 entry of this formula, charge and spin): 56.79 kcal per mole
* molar mass: 793.160 g mol⁻¹

Geometry as XYZ:
```
55
C20H20BrHfN5O3S4Si | the Open Molecules 2025 dataset | wB97M-V/def2-TZVPD
Hf 1.00702 1.60414 0.64449
O 1.21878 -5.62910 5.93209
S 0.35012 -5.49644 7.08466
O -0.38013 -6.68865 7.44071
O 0.90076 -4.73275 8.18838
C -0.95269 -4.32602 6.48054
N -2.20634 -4.43985 6.91442
C -3.08440 -3.56945 6.42916
C -2.75473 -2.65976 5.43280
C -1.41809 -2.62221 5.05284
N -0.51347 -3.41254 5.62990
C -0.87525 -1.76455 3.99971
C 0.37804 -2.08704 3.46084
C 0.91361 -1.30086 2.47909
N 0.28828 -0.20930 1.97787
C -0.91950 0.10377 2.50493
C -1.51708 -0.62740 3.49865
H -4.08812 -3.62319 6.83622
H -3.51179 -2.04997 4.95681
H 0.90984 -2.94834 3.84757
H 1.88090 -1.53163 2.04947
H -1.41623 0.97380 2.09741
H -2.46856 -0.29901 3.89146
S -2.29704 -2.48263 -3.70837
C -1.82342 -1.02640 -3.14442
S -1.87834 -0.68189 -1.40742
C -1.37476 0.96686 -1.73806
N -1.16672 1.19757 -2.97536
N -1.38523 0.11847 -3.77600
C -1.11685 0.34426 -5.17320
C -1.15554 -0.65924 -6.13641
C -0.88966 -0.35590 -7.46479
C -0.57296 0.93292 -7.85357
C -0.51480 1.92840 -6.89044
C -0.78379 1.64508 -5.56431
S -1.24654 2.18311 -0.50700
H -1.38054 -1.67446 -5.87290
H -0.93151 -1.15569 -8.19195
H -0.36087 1.16197 -8.88934
H -0.26549 2.94452 -7.16670
H -0.72783 2.42518 -4.82342
Br 0.67145 3.24081 2.65693
C 2.15479 4.78498 -0.31610
Si 2.62504 3.05463 -0.96058
C 1.92346 2.86675 -2.71934
C 4.51258 2.91234 -1.06326
H 2.38923 5.54353 -1.06756
H 2.69394 5.04866 0.59493
H 1.08696 4.86978 -0.10196
H 2.24969 3.70205 -3.34451
H 0.83351 2.85286 -2.72792
H 2.27391 1.94759 -3.19445
H 4.89432 3.77485 -1.61532
H 4.82576 2.01657 -1.60141
H 4.99628 2.90881 -0.08583
```

# 2
Below is a structure of composition C24H19InN6OS6, with properties calculated with wB97M-V/def2-TZVPD.

* 2S+1: 1
* relative energy (zero: lowest compared OMol25 entry of this formula, charge and spin): 0.62 kcal per mole
* molar mass: 714.677 g mol⁻¹

Geometry as XYZ:
```
57
C24H19InN6OS6 | the Open Molecules 2025 dataset | wB97M-V/def2-TZVPD
In -1.00160 0.10108 0.01941
O -0.59685 -2.96555 2.86679
C -0.56313 -1.90734 2.25106
N -0.53055 -1.75918 0.93106
C -0.83995 -2.91070 0.13525
C -2.12417 -2.70987 -0.61509
C -2.71209 -3.75410 -1.32350
C -3.92903 -3.54361 -1.93937
C -4.53076 -2.29405 -1.84589
C -3.86861 -1.30000 -1.15325
N -2.69949 -1.51155 -0.55505
C -0.53455 -0.61106 3.01473
C -0.22892 -0.60644 4.37146
C -0.28103 0.59152 5.06119
C -0.64577 1.74077 4.37372
C -0.92996 1.64177 3.02284
N -0.87763 0.49365 2.36637
H -0.02882 -3.09956 -0.57899
H -0.93139 -3.78503 0.79431
H -2.20464 -4.70382 -1.38377
H -4.40855 -4.34419 -2.48090
H -5.48532 -2.09794 -2.30616
H -4.28018 -0.29871 -1.05337
H 0.03483 -1.53820 4.84994
H -0.05508 0.63128 6.11723
H -0.70348 2.69538 4.87366
H -1.22283 2.50694 2.44406
S -4.57447 3.77596 -5.05304
C -3.59820 3.08325 -3.94548
S -2.43502 1.83858 -4.32148
C -1.83043 1.60874 -2.68760
C -2.36932 2.39538 -1.73178
S -2.00350 2.40261 -0.03702
S -3.61348 3.51606 -2.25474
S -0.64156 0.36231 -2.47464
S 1.60009 -2.28667 -2.22532
C 2.68121 -1.08876 -1.93986
N 2.50607 0.14078 -2.56996
C 3.41833 1.11491 -2.47904
C 4.54175 0.92441 -1.72441
C 4.63394 -0.31032 -1.03616
N 3.75373 -1.25321 -1.13756
H 1.62771 0.26871 -3.07208
H 3.22054 2.02473 -3.02757
H 5.31098 1.67058 -1.64054
H 5.47643 -0.51174 -0.38521
C 3.57096 1.87378 1.53433
C 3.21078 0.55471 1.75710
C 2.05354 0.07482 1.16803
N 1.27726 0.83080 0.40760
C 1.62560 2.08896 0.17749
C 2.76793 2.65471 0.71759
H 4.46292 2.28409 1.98207
H 3.80361 -0.09482 2.38136
H 1.72963 -0.94792 1.30525
H 0.95893 2.65768 -0.46089
H 3.01356 3.68540 0.51583
```

# 3
Below is the molecule C4H7N3O, with properties calculated with wB97M-V/def2-TZVPD.

* SMILES string: NC(=O)/N=C\N1CC1
* 2S+1: 1
* relative energy (zero: lowest compared OMol25 entry of this formula, charge and spin): 37.29 kcal per mole
* molar mass: 113.120 g mol⁻¹

Geometry as XYZ:
```
15
C4H7N3O | the Open Molecules 2025 dataset | wB97M-V/def2-TZVPD
N -2.76937 0.01362 0.57949
C -1.66773 -0.07280 -0.24141
O -1.38704 -1.14138 -0.76627
N -1.01701 1.14600 -0.54755
C 0.20721 1.22348 -0.24138
N 1.02588 0.34141 0.44496
C 1.24216 -1.01612 0.09623
C 2.35605 -0.00897 -0.07932
H -3.06743 0.98721 0.85952
H -3.43499 -0.74611 0.57740
H 0.73036 2.14414 -0.48077
H 1.41135 -1.65303 1.00067
H 0.70723 -1.48008 -0.72871
H 3.16814 -0.07020 0.64632
H 2.49519 0.33282 -1.11916
```